[1]
C36H92N2O11 | ωB97M-V with the def2-TZVPD basis set

Element x y z (Å)
N -16.432 -20.968 25.626
O -7.832 -18.198 19.217
H -8.832 -14.112 16.635
H -15.148 -15.280 11.615
H -18.590 -19.526 23.397
H -14.385 -16.396 15.058
H -17.194 -18.812 13.325
C -14.240 -21.567 24.696
H -15.803 -23.035 27.362
H -13.131 -13.855 24.347
H -11.008 -21.627 26.058
H -11.642 -16.284 12.710
H -15.826 -15.046 26.145
H -15.122 -21.336 22.647
H -8.342 -12.026 19.655
C -14.977 -18.614 13.754
C -7.928 -18.151 21.642
H -15.756 -18.994 22.869
H -13.450 -14.138 26.029
O -15.212 -16.366 14.572
H -7.560 -21.372 21.538
H -9.993 -12.023 20.334
H -18.567 -21.122 23.988
H -10.490 -21.732 16.361
C -14.068 -19.046 14.969
H -14.187 -23.200 26.654
H -12.423 -15.255 25.108
H -11.469 -18.069 19.122
C -13.662 -17.358 11.256
H -9.665 -21.340 13.201
C -14.615 -20.791 23.443
C -9.919 -15.997 16.166
H -8.040 -15.614 17.305
H -13.106 -16.797 22.085
C -16.748 -19.945 24.560
C -9.338 -20.488 17.887
H -14.858 -18.918 24.382
H -8.755 -18.318 12.981
H -9.738 -22.525 25.499
H -16.985 -18.254 14.809
O -8.435 -19.385 14.734
H -7.919 -15.235 15.658
H -9.719 -12.724 18.731
H -9.483 -17.675 16.824
C -10.455 -21.790 25.132
C -15.470 -19.564 23.753
O -8.618 -23.624 22.531
H -6.306 -17.602 20.249
H -7.332 -18.312 22.540
H -8.973 -19.693 17.237
C -13.792 -16.630 12.640
H -6.518 -19.282 20.104
H -12.204 -16.273 14.408
C -11.699 -18.154 20.989
C -13.326 -14.645 25.072
H -10.566 -19.790 13.142
H -8.994 -13.930 21.435
C -8.553 -19.322 13.356
O -10.784 -19.502 24.728
H -13.732 -20.393 22.942
H -9.163 -20.759 23.807
H -11.037 -22.246 24.331
C -15.014 -22.511 26.821
H -7.767 -21.889 19.861
H -12.709 -19.229 11.853
H -15.498 -23.913 24.183
C -12.760 -17.824 21.967
C -7.078 -18.369 20.309
H -10.901 -19.203 25.632
C -17.907 -20.354 23.584
C -14.753 -19.420 12.458
C -14.226 -15.242 12.196
H -11.130 -21.634 17.940
H -10.567 -15.689 16.987
H -13.398 -14.700 11.740
H -16.758 -22.920 23.774
H -14.276 -20.073 15.270
C -17.110 -18.655 25.374
H -11.577 -19.237 20.974
N -14.848 -17.120 13.538
H -9.006 -20.102 25.242
H -6.588 -22.696 20.903
H -14.292 -20.335 12.831
H -13.613 -20.949 25.339
H -11.014 -20.159 16.942
H -9.006 -19.385 19.356
C -13.683 -18.920 11.475
O -9.753 -19.945 19.133
H -12.074 -17.637 13.380
C -8.634 -23.194 21.211
C -9.815 -20.530 24.650
C -7.576 -22.238 20.876
H -14.703 -16.374 25.148
H -16.503 -19.936 14.613
H -10.798 -17.725 21.428
H -7.491 -18.420 18.347
H -14.875 -15.438 23.623
H -10.350 -15.563 15.264
H -9.623 -22.781 21.014
C -9.271 -14.036 20.387
H -9.004 -18.735 15.154
O -9.642 -17.347 15.936
H -13.836 -19.235 10.442
C -12.427 -16.606 13.394
H -18.181 -18.768 25.543
H -13.000 -18.964 14.764
C -8.616 -15.171 16.493
H -8.797 -18.799 21.757
H -17.609 -20.827 22.648
H -9.739 -20.290 11.818
C -16.231 -23.265 24.663
H -16.957 -17.690 24.890
H -8.261 -17.141 21.882
C -15.497 -22.055 25.486
C -10.510 -21.081 17.235
H -15.665 -19.602 11.889
H -13.597 -18.389 21.556
H -14.538 -17.149 10.642
H -9.455 -23.991 22.826
O -8.251 -14.672 19.758
O -11.994 -17.565 19.749
H -16.644 -18.580 26.356
H -14.491 -21.738 27.384
H -8.505 -24.147 20.698
H -8.588 -15.440 19.292
H -14.478 -14.674 13.091
O -17.487 -21.179 26.502
C -9.282 -12.574 19.718
H -8.452 -21.121 17.934
H -17.338 -20.535 27.197
O -15.753 -14.622 25.287
H -14.282 -18.564 15.923
H -12.784 -17.008 10.712
C -14.670 -15.384 24.692
C -16.484 -18.955 14.140
H -12.550 -18.354 22.896
H -10.127 -14.709 20.340
H -13.710 -22.491 24.464
H -7.583 -19.537 12.907
H -16.868 -23.867 25.312
C -9.629 -20.292 12.902

Its largest force on an atom is 0.12983 hartree/bohr. For the orbital gap, the calculation gives 8.2 eV. As for the SMILES: CC1(C)CCCC(C)(C)N1O.CC1(C)CCCC(C)(C)N1O.CCO.CCO.CCO.CCO.CCO.CCO.CCO.CCO.CCO. The relative energy (zero: lowest compared OMol25 entry of this formula, charge and spin) is 139.7 kcal per mole.

Atom charges from the Löwdin analysis, given in e for atoms 1 to 5: N -0.150; O -0.095; H 0.074; H 0.089; H 0.075

---

[2]
C36H93CaN7O12 | ωB97M-V with the def2-TZVPD basis set

Element x y z (Å)
H 0.049 0.139 0.826
C -1.662 3.109 0.028
C -0.637 0.861 4.494
H 0.711 6.632 2.944
C -6.002 1.107 -1.113
H 0.768 0.313 2.961
H -2.795 1.057 2.249
H 0.782 1.716 -4.797
C 2.513 -0.115 -4.810
O 6.277 3.632 -0.523
N 2.035 -2.450 -4.521
C -8.331 1.752 -1.080
H -5.726 2.109 -1.442
H -9.674 -1.282 -3.451
O -8.695 0.436 -3.143
H -3.593 -5.018 -0.547
C -9.269 0.810 -1.862
C 0.962 -2.906 3.528
H 2.028 6.267 1.758
H 2.728 3.988 1.563
H -6.219 0.488 -1.983
H -0.945 4.248 -1.643
C -3.302 0.434 1.512
H -3.009 1.673 -0.435
H -2.186 -2.512 2.719
C 5.901 0.953 0.662
O 1.392 4.664 2.974
H 5.512 -7.604 0.249
H -3.655 -2.133 0.604
H 6.639 -7.456 1.591
N 1.522 1.994 4.016
C 1.133 5.898 2.258
H 1.886 2.242 -3.569
H 4.507 -2.837 -5.800
H -7.033 1.948 0.391
N -7.201 1.243 -0.312
N 4.693 -3.269 -1.829
H 1.480 -1.664 0.784
H 4.336 -4.783 0.692
C 1.809 -0.889 0.092
H 6.825 4.652 -2.117
C 5.790 -2.586 0.150
H 4.941 -2.492 0.827
H -1.327 3.652 2.943
O 1.603 0.176 -3.713
H 2.420 -3.384 -4.513
C -4.901 0.376 -0.299
O 6.195 -5.774 0.645
H 3.349 2.831 3.579
H 2.862 1.672 2.389
H -10.295 1.142 -2.024
C 0.395 1.206 3.463
N -1.793 -2.918 -0.111
H 5.478 2.796 -2.300
H -3.118 2.524 5.782
H 3.309 0.628 -4.872
H 0.816 0.986 -0.492
H 1.640 -2.594 -5.440
C -2.275 4.186 2.897
C 5.186 1.487 -0.566
H 5.325 0.272 1.289
H -0.902 -1.559 2.168
H -3.736 -4.772 1.156
H -1.304 0.160 3.993
H -10.587 0.006 -4.080
H -6.309 -5.403 1.473
H 4.279 -0.285 -1.015
C 5.101 -5.042 -0.040
H -0.319 0.292 5.368
H -3.693 -2.566 -1.007
O -5.340 -4.058 0.169
H -1.621 1.361 -0.972
H 3.557 -1.511 -3.597
H -3.625 3.392 0.785
C 5.952 2.516 -1.360
H -0.292 4.759 -0.186
H 4.899 -6.969 1.794
H -2.570 0.943 6.089
C -1.060 -3.432 1.072
H 6.123 -1.709 -0.406
N -2.247 2.150 -0.895
H -3.972 -0.221 2.070
H -5.364 -0.467 0.213
C 5.596 -3.733 -0.765
C 2.481 2.466 3.030
H -5.686 -6.159 -0.036
H -3.123 3.538 3.120
O -1.231 2.019 4.912
H -1.184 2.454 0.756
H 1.559 -3.342 2.727
C -6.103 -5.258 0.413
H 4.391 0.698 -2.228
C -1.170 -2.602 2.335
C -3.961 -4.309 0.195
H 6.211 1.749 1.339
C -0.603 3.844 -0.690
H 0.278 3.289 -1.010
H 4.610 -5.751 -0.707
H 6.771 0.346 0.410
H 3.506 -1.698 -6.732
H -3.166 1.302 4.536
H -9.495 -0.011 -1.181
H 4.005 -2.759 -1.294
H 2.054 -0.037 -5.796
H -2.573 -0.154 0.955
C 3.110 -1.486 -4.591
C 0.499 -0.001 -0.156
H -2.217 4.950 3.672
H 6.906 2.060 -1.624
O 2.507 -1.521 -0.987
H -3.136 4.763 -0.167
H -0.007 -3.315 0.818
H 0.938 2.791 4.225
H 6.595 -2.864 0.830
O -0.389 -3.266 3.351
C 4.046 -1.849 -5.797
H 4.864 -1.129 -5.791
H 1.338 -3.311 4.468
H 1.086 3.299 1.462
C 5.760 -7.008 1.127
C -3.295 -2.923 -0.057
Ca 0.840 -1.712 -2.602
C 1.092 1.522 -3.770
C 1.886 3.602 2.138
H 7.269 5.487 -0.600
C -9.556 -0.329 -3.967
O -2.410 4.806 1.673
H 4.204 1.922 -0.380
H 0.391 5.622 1.509
H 6.524 -4.048 -1.242
H 5.090 -2.452 -2.270
O -4.150 1.178 0.593
H -8.153 2.541 -1.811
C -2.772 4.029 0.552
N 4.941 0.332 -1.464
C -2.541 1.720 5.325
H -7.092 -5.225 -0.043
O -0.492 -0.370 -1.092
H 0.222 1.699 -3.139
H 2.488 -0.300 0.708
H -0.107 1.699 2.631
H -4.223 0.027 -1.078
H 1.130 -1.829 3.537
H -1.453 -1.990 -0.318
H -1.294 -4.475 1.284
H 8.188 4.073 -1.165
H -9.095 -0.608 -4.915
C 7.197 4.522 -1.101
H -9.023 2.261 -0.410

Its largest force on an atom is 0.05817 hartree/bohr. For the orbital gap, the calculation gives 7.1 eV.

Atom charges from the Löwdin analysis, given in e for atoms 1 to 5: H 0.064; C -0.433; C -0.266; H 0.090; C -0.178

---

| no. | highest occupied orbital energy (Ha) | LUMO (eV) |
| --- | --- | --- |
| 1 | -0.2876 | 0.38 |
| 2 | -0.2857 | -0.64 |